Formula: C46H94ClN5O4S
Source: the OMol25 dataset
Level of theory: the ωB97M-V functional and the def2-TZVPD basis

Net charge: 0
Electronic energy in Ha: -3241.8254
HOMO-LUMO gap in eV: 8.493
SMILES: CCOCCOC[C@]1(C[C@H](C)OCc2ccccc2)CC(=O)N[C@]1(S)CCCCl.CCN(CC)CC.CCN(CC)CC.CCN(CC)CC.CCN(CC)CC

Atoms and positions in Å:
1 C 2.67783 -0.88455 0.51989
2 C 1.99164 -1.85868 -0.58629
3 O 0.69012 -1.31371 -0.98600
4 C 0.70403 -1.36960 -2.43503
5 C -0.71643 -1.09823 -3.12234
6 O -1.57572 -0.19919 -2.38752
7 C -2.71956 0.10660 -3.24438
8 C -4.11600 0.11317 -2.39423
9 C -3.97762 -1.24149 -1.55187
10 C -5.37755 -1.83749 -0.99092
11 C -5.61997 -1.58227 0.57592
12 O -5.50555 -3.21626 -1.41353
13 C -4.74089 -4.12456 -0.59588
14 C -3.99957 -5.28001 -1.46213
15 C -2.84657 -4.93854 -2.44827
16 C -2.11425 -6.06034 -3.24543
17 C -2.57131 -7.54456 -3.03753
18 C -3.73148 -7.89270 -2.07079
19 C -4.46344 -6.77203 -1.28348
20 C -5.18241 0.15309 -3.62518
21 C -6.50929 0.93200 -3.12881
22 O -7.68974 0.84183 -3.51888
23 N -5.93036 1.82634 -2.06936
24 C -4.51651 1.48464 -1.65540
25 S -4.41407 1.60949 0.20093
26 C -3.73450 2.84336 -2.12073
27 C -2.22404 2.91482 -1.56962
28 C -2.03401 4.10349 -0.50083
29 Cl -0.77573 3.59967 0.73622
30 H 3.69915 -1.29711 0.85477
31 H 1.93824 -0.81069 1.38971
32 H 2.83181 0.17422 0.09201
33 H 2.73743 -1.88540 -1.46237
34 H 1.91518 -2.94665 -0.21420
35 H 1.01286 -2.43869 -2.73124
36 H 1.50352 -0.67482 -2.89800
37 H -1.24267 -2.10652 -3.25726
38 H -0.50793 -0.68165 -4.18126
39 H -2.56773 1.08643 -3.82582
40 H -2.82604 -0.79885 -3.95957
41 H -3.23023 -1.12998 -0.67730
42 H -3.56696 -2.03771 -2.27601
43 H -6.22057 -1.26201 -1.53733
44 H -6.30772 -0.68215 0.78832
45 H -4.59876 -1.29130 1.03402
46 H -6.02905 -2.47526 1.15276
47 H -3.91841 -3.64350 0.02999
48 H -5.49762 -4.70657 0.05886
49 H -2.51558 -3.85248 -2.60421
50 H -1.24631 -5.77117 -3.93692
51 H -2.00697 -8.36864 -3.60790
52 H -4.07874 -8.97336 -1.88743
53 H -5.33811 -6.97884 -0.56514
54 H -4.72906 0.90454 -4.36578
55 H -5.29837 -0.88109 -4.09484
56 H -5.91158 2.71606 -2.60844
57 H -3.20152 1.11458 0.65842
58 H -3.66460 2.83954 -3.27706
59 H -4.26702 3.79081 -1.74869
60 H -1.87300 1.94108 -1.05719
61 H -1.51279 3.07145 -2.45689
62 H -3.03268 4.29863 0.01367
63 H -1.66194 5.06176 -1.01193
64 C 0.45177 6.59945 1.68149
65 C 0.84726 6.80913 3.13882
66 N 2.27721 6.65811 3.38911
67 C 2.60692 6.58779 4.81087
68 C 2.32969 7.82460 5.66477
69 C 3.16453 7.49037 2.58391
70 C 2.97966 9.00540 2.66046
71 H 0.78616 5.62643 1.31832
72 H -0.63669 6.63724 1.58460
73 H 0.86246 7.37579 1.03068
74 H 0.30692 6.05866 3.72568
75 H 0.47664 7.78856 3.46825
76 H 3.66154 6.31125 4.92371
77 H 2.05156 5.74768 5.24461
78 H 3.06487 8.61035 5.48983
79 H 2.39620 7.55934 6.72467
80 H 1.33131 8.23392 5.49618
81 H 3.06074 7.18814 1.53714
82 H 4.20645 7.24960 2.82683
83 H 1.93001 9.30317 2.61844
84 H 3.48418 9.47868 1.81249
85 H 3.42461 9.42204 3.56427
86 C -0.41941 -3.03578 -9.22943
87 C -1.56934 -3.72274 -8.50106
88 N -1.62388 -3.42582 -7.07313
89 C -2.54649 -4.29194 -6.34049
90 C -4.03319 -4.18901 -6.67708
91 C -1.67343 -2.01475 -6.70958
92 C -2.82961 -1.17952 -7.25860
93 H 0.54143 -3.27785 -8.76750
94 H -0.38606 -3.37326 -10.26886
95 H -0.53591 -1.94944 -9.24507
96 H -1.42812 -4.80100 -8.62991
97 H -2.50975 -3.46884 -9.00675
98 H -2.41771 -4.12953 -5.26483
99 H -2.23545 -5.33072 -6.50371
100 H -4.48139 -3.28740 -6.25922
101 H -4.56618 -5.03878 -6.24012
102 H -4.22068 -4.20833 -7.75291
103 H -0.73596 -1.54644 -7.02665
104 H -1.65948 -1.92218 -5.61783
105 H -3.02313 -1.37333 -8.31538
106 H -2.58978 -0.11562 -7.16361
107 H -3.75052 -1.34616 -6.69901
108 C 3.28049 -9.92479 0.56576
109 C 2.76682 -8.55207 0.14562
110 N 1.36473 -8.54577 -0.25878
111 C 0.96119 -7.30280 -0.91337
112 C 0.99042 -6.02267 -0.07917
113 C 0.41148 -9.07814 0.70905
114 C 0.35507 -8.41820 2.08615
115 H 3.12325 -10.66399 -0.22416
116 H 4.35404 -9.87219 0.76677
117 H 2.79698 -10.28056 1.47866
118 H 3.37841 -8.23036 -0.70408
119 H 2.96068 -7.83877 0.95718
120 H -0.04238 -7.42828 -1.33470
121 H 1.61138 -7.15399 -1.78409
122 H 0.15532 -5.97587 0.61962
123 H 0.89943 -5.15426 -0.73942
124 H 1.92259 -5.90824 0.47903
125 H 0.62582 -10.14209 0.85096
126 H -0.59380 -9.06676 0.27119
127 H 1.34675 -8.22247 2.49924
128 H -0.16257 -9.07961 2.78767
129 H -0.20438 -7.48290 2.06373
130 C 8.47558 8.19875 9.54465
131 C 7.36641 7.16319 9.39644
132 N 6.13091 7.69920 8.83446
133 C 5.00091 6.77993 8.95067
134 C 5.07752 5.46137 8.18208
135 C 6.24886 8.38215 7.55043
136 C 6.82307 7.59104 6.37575
137 H 8.14175 9.05244 10.14032
138 H 9.33406 7.75081 10.05255
139 H 8.82626 8.56388 8.57641
140 H 7.15675 6.77640 10.39933
141 H 7.74848 6.31779 8.80975
142 H 4.08078 7.30179 8.66458
143 H 4.86699 6.54341 10.01294
144 H 4.90578 5.60484 7.11516
145 H 4.29631 4.78378 8.54014
146 H 6.03403 4.95219 8.31858
147 H 6.86628 9.27456 7.69291
148 H 5.26930 8.78145 7.26126
149 H 7.70382 7.00794 6.65234
150 H 7.12841 8.28201 5.58390
151 H 6.08284 6.91958 5.93985

Forces on the atoms, in the same order (eV/Å):
-0.792 -0.347 -0.380
1.612 0.607 0.830
1.713 -0.701 -1.442
-0.362 -0.268 -0.785
0.800 -0.371 -0.090
-0.150 -0.196 -1.671
-0.435 -0.351 0.630
0.880 0.102 -1.583
-0.890 -0.277 0.505
-0.562 1.392 -0.347
0.812 0.520 0.481
0.908 0.363 1.010
0.304 -2.190 -0.305
0.956 -2.126 -1.682
-0.788 -3.470 0.284
-3.065 -0.751 2.772
-1.189 2.567 1.495
0.699 3.287 -0.073
2.989 1.443 -2.329
-0.222 -0.253 0.498
-0.046 -1.600 0.118
4.441 0.848 1.515
-0.958 -0.488 -1.431
0.697 1.976 -1.349
-0.477 -0.473 0.587
1.616 -0.818 -0.506
0.461 0.046 0.150
-0.475 -0.108 -1.106
-0.905 0.209 -0.667
-1.687 0.538 -0.439
1.286 -0.046 -1.018
-0.300 -1.722 0.549
-1.284 0.064 1.045
-0.200 1.689 -0.388
-0.534 1.463 0.138
-1.207 -0.768 0.971
0.498 1.243 0.210
-0.250 -0.605 1.567
-0.054 -1.449 0.766
-0.056 1.665 0.804
-1.082 0.043 -1.596
-0.628 1.261 1.093
1.226 -1.248 0.694
1.052 -1.486 -0.610
-1.686 -0.593 -0.476
0.492 1.027 -1.033
-1.285 -0.311 -0.734
1.393 1.031 -0.667
-0.595 -1.832 0.370
-1.524 -0.680 1.153
-1.113 1.403 1.072
0.771 1.876 -0.524
1.614 0.211 -1.323
-0.663 -1.213 0.710
-0.151 1.549 0.517
-0.214 -0.346 1.179
-0.701 0.200 -1.121
-0.414 0.217 1.733
0.371 -1.654 -0.607
-0.786 1.494 -0.980
-0.932 -0.152 1.351
1.581 -0.291 -0.417
-0.519 -1.441 0.911
0.190 0.160 -0.053
0.041 0.018 -0.195
0.200 -0.203 0.243
-0.116 -0.196 -0.016
0.096 0.101 0.249
-0.065 -0.108 -0.272
0.175 0.246 -0.051
0.043 0.192 0.072
0.086 -0.022 0.046
-0.003 -0.016 0.033
0.223 0.046 0.145
-0.115 0.076 0.025
-0.023 0.069 -0.198
-0.073 0.040 -0.166
-0.083 0.040 -0.027
-0.011 -0.001 -0.055
0.066 -0.026 -0.028
-0.138 -0.040 0.069
-0.186 -0.092 0.192
0.023 -0.052 0.023
-0.035 -0.034 0.044
-0.128 0.032 -0.003
-0.010 0.088 0.026
0.135 0.155 -0.004
0.051 -0.211 0.298
0.100 -0.127 -0.067
-0.231 -0.087 0.127
0.234 0.057 -0.189
-0.128 0.276 0.111
-0.097 0.044 0.031
-0.039 0.019 0.091
0.043 -0.050 0.004
-0.151 0.024 0.243
-0.057 -0.010 -0.120
0.051 0.174 -0.126
0.086 0.104 -0.109
-0.019 0.000 -0.085
0.053 0.060 -0.009
0.043 0.033 0.053
-0.006 -0.104 -0.092
-0.088 -0.299 -0.125
0.014 -0.033 0.051
0.000 -0.048 -0.018
-0.037 -0.040 -0.130
-0.053 -0.027 0.069
-0.081 -0.185 0.061
-0.113 0.108 -0.308
0.073 -0.092 -0.183
-0.106 0.248 -0.009
0.074 -0.290 0.017
-0.203 0.028 0.221
-0.065 0.073 0.061
-0.089 0.033 -0.012
0.023 -0.015 -0.065
-0.241 0.139 -0.037
0.111 0.049 0.081
0.033 -0.106 0.166
0.095 -0.127 0.107
0.074 0.010 0.033
-0.017 -0.056 0.016
-0.043 -0.044 -0.013
0.137 0.061 -0.043
0.191 0.175 -0.141
-0.015 -0.002 -0.052
0.039 0.032 -0.045
0.121 0.019 0.040
0.010 0.039 -0.085
0.052 0.179 -0.063
-0.337 0.001 0.116
0.008 0.034 0.227
-0.178 -0.186 -0.094
0.178 0.228 0.073
-0.021 0.025 -0.303
-0.033 -0.055 -0.096
-0.083 0.001 -0.051
-0.018 0.015 0.065
-0.241 -0.040 -0.140
0.106 -0.093 0.000
0.172 0.106 -0.076
0.171 0.079 -0.022
0.084 -0.039 0.006
0.048 0.045 -0.013
-0.036 0.064 -0.017
0.044 -0.097 0.109
-0.014 -0.198 0.208
-0.047 0.011 0.030
-0.012 -0.035 0.052
0.098 -0.077 0.037